No. 1
A cluster of 2 separate species, C13H28BCl3N4O7P in total. Source: the OMol25 dataset; level of theory: wB97M-V/def2-TZVPD.

Summary:
**Max |F|**: 0.0466 hartree/bohr
**E_tot**: -3004.69026 a.u.
**Total charge**: -1
**HOMO level**: -5.158 eV

Last column: Mulliken charge in e.
Atoms and positions in Å:
C (-4.965922, -1.984078, 1.254924)  -0.902
C (-4.910124, -0.891631, 0.191694)  -0.493
C (-3.890353, -1.176544, -0.921931)  -0.818
N (-2.591022, -1.615174, -0.444365)  -0.051
P (-1.393219, -0.347382, -0.126378)  0.526
C (-1.221907, -0.914069, 1.685273)  -1.382
C (-0.811104, -2.372383, 1.920102)  0.344
C (-1.507036, -3.010107, 3.127857)  -0.521
N (-1.204906, -4.444295, 3.278440)  -0.734
N (-1.511806, 0.274453, -1.982425)  -0.850
C (-1.373495, -0.515825, -2.870248)  0.827
O (-1.313228, -1.317291, -3.739962)  -0.667
O (-0.077775, -1.344538, -0.640915)  -0.556
C (1.177583, -0.742465, -0.531224)  -0.129
C (2.200130, -1.587557, 0.209785)  -1.316
O (3.495451, -1.026595, -0.117565)  -0.127
N (4.365249, -1.190914, 0.948336)  0.105
O (5.176939, -0.345267, 0.965568)  -0.344
C (1.054566, 0.765087, -0.181382)  1.300
C (1.828695, 1.191670, 1.086203)  -2.047
B (1.424365, 1.744646, -1.380571)  0.677
O (1.370043, 1.325601, -2.703475)  -0.488
O (1.754887, 3.039131, -1.069179)  -0.677
C (2.632057, 3.739516, -1.933645)  -0.467
O (-0.320399, 0.985700, 0.132808)  -0.657
H (-4.883379, -2.975238, 0.808368)  0.295
H (-5.950556, -1.955629, 1.733763)  0.468
H (-4.232583, -1.847278, 2.043580)  -0.061
H (-4.692051, 0.083354, 0.626931)  0.325
H (-5.890674, -0.856884, -0.292250)  0.372
H (-3.839110, -0.299521, -1.577938)  0.347
H (-4.312732, -1.984554, -1.530126)  0.452
H (-2.227991, -2.372189, -1.007102)  0.272
H (-2.431030, 0.562907, 0.194327)  0.062
H (-0.458221, -0.286420, 2.151422)  0.526
H (-2.147722, -0.719653, 2.235681)  0.755
H (-1.023570, -3.018825, 1.067661)  0.192
H (0.263743, -2.458541, 2.112743)  -0.166
H (-1.213896, -2.511504, 4.052633)  0.300
H (-2.579992, -2.944827, 2.949508)  0.234
H (-1.694218, -4.977210, 2.572198)  0.268
H (-0.211048, -4.605503, 3.170100)  0.270
H (1.557136, -0.770187, -1.565818)  0.381
H (2.068155, -1.522938, 1.287156)  0.534
H (2.141654, -2.615819, -0.141768)  0.470
H (2.884602, 1.339032, 0.857268)  0.293
H (1.388639, 2.119291, 1.440955)  0.470
H (1.726932, 0.447882, 1.877608)  0.397
H (0.477567, 1.470359, -3.045654)  0.278
H (2.386482, 3.629697, -2.990855)  0.353
H (3.677073, 3.472402, -1.788565)  0.205
H (2.541030, 4.797501, -1.695345)  0.149
C (5.468334, 6.543377, -2.233211)  0.087
Cl (3.803469, 6.849745, -2.727610)  -0.123
Cl (5.842246, 4.824532, -2.317089)  -0.102
Cl (6.594915, 7.481439, -3.220817)  -0.141
H (5.579129, 6.861513, -1.205479)  0.282

Forces on the atoms, in the same order (eV/Å):
C -0.670 0.253 0.135
C 0.285 -0.359 -0.282
C -0.281 -0.310 -0.031
N 0.406 0.196 -0.183
P -0.241 -0.039 1.624
C 0.612 -0.133 -0.012
C -0.180 -0.208 0.439
C 0.300 -0.512 -0.696
N -0.140 0.072 0.434
N 0.190 0.206 -0.516
C -0.482 -0.030 0.140
O 0.207 -0.016 -0.286
O -0.319 0.042 0.882
C 0.581 0.072 -2.322
C -0.357 0.073 0.427
O 0.013 0.188 0.169
N -0.387 0.188 0.123
O 0.309 -0.165 -0.231
C -0.155 0.183 1.446
C -0.029 -0.358 -0.355
B -0.581 -0.194 -0.123
O 0.113 0.387 -0.032
O 0.713 -0.446 -0.076
C -0.436 0.748 -0.113
O 0.021 -0.246 -0.599
H 0.276 -0.035 0.019
H 0.032 0.007 0.120
H 0.226 -0.154 -0.139
H -0.134 0.014 0.149
H -0.031 0.310 -0.006
H 0.130 0.034 0.023
H 0.048 -0.033 -0.040
H 0.044 0.073 -0.057
H -0.030 0.027 -0.307
H -0.122 0.156 0.078
H -0.164 0.095 -0.237
H -0.066 0.155 -0.145
H 0.075 0.062 -0.162
H -0.264 0.173 0.042
H -0.082 0.211 0.396
H 0.155 0.008 -0.127
H -0.013 -0.050 -0.112
H 0.204 0.106 0.081
H 0.044 -0.269 0.054
H -0.033 -0.065 0.069
H 0.076 0.076 0.176
H 0.103 0.116 -0.038
H 0.013 0.021 0.088
H -0.031 -0.305 -0.022
H -0.074 -0.224 0.005
H -0.138 -0.335 0.165
H -0.040 -0.062 0.096
C -0.045 -0.060 -0.066
Cl 0.126 0.194 -0.056
Cl 0.205 0.125 -0.034
Cl 0.019 0.019 0.023
H -0.003 0.013 0.001


No. 2
A structure of composition C36H35Br2FN8O4RbS. Source: the OMol25 dataset; level of theory: wB97M-V/def2-TZVPD.

Summary:
**Max |F|**: 0.0112 hartree/bohr
**E_tot**: -7802.01012 a.u.
**Total charge**: -1
**HOMO level**: -3.055 eV

Last column: Mulliken charge in e.
Atoms and positions in Å:
Rb (-0.326833, -0.554007, -2.377221)  0.904
C (3.980855, 3.259064, -6.164029)  -0.892
C (2.577785, 3.731310, -6.527938)  -0.364
N (1.646500, 3.590803, -5.429902)  -0.173
C (0.923532, 2.421577, -5.226262)  0.106
S (-0.411584, 2.539319, -4.137860)  -0.537
N (1.393129, 1.371781, -5.845934)  -0.602
N (0.592301, 0.262253, -5.707628)  -0.072
C (1.178016, -0.846148, -5.453987)  0.735
C (2.643703, -1.044066, -5.201978)  -0.986
C (0.246806, -1.991763, -5.240365)  -0.310
C (-1.069942, -1.945130, -5.710435)  -0.319
C (-1.943440, -2.948395, -5.350227)  -0.356
C (-1.483945, -3.988369, -4.553075)  -0.373
C (-0.163797, -3.959695, -4.146593)  -0.335
N (0.691603, -2.984656, -4.461176)  -0.248
H (4.661021, 3.353262, -7.016459)  0.318
H (3.943534, 2.214562, -5.858789)  0.124
H (4.379902, 3.842622, -5.332018)  0.266
H (2.218331, 3.158144, -7.388348)  0.252
H (2.602984, 4.786511, -6.816901)  0.392
H (1.161411, 4.404069, -5.097745)  0.199
H (2.862307, -0.924956, -4.136433)  -0.048
H (3.205590, -0.293438, -5.753545)  0.419
H (2.944657, -2.050900, -5.490880)  0.384
H (-1.375034, -1.087989, -6.293293)  0.389
H (-2.981480, -2.911037, -5.656537)  0.388
H (-2.144841, -4.776882, -4.220067)  0.353
H (0.228807, -4.742468, -3.504119)  0.364
F (-1.980972, 0.354515, 4.448698)  -0.383
C (-0.662794, 0.214625, 4.106377)  0.789
C (-0.361195, -0.094537, 2.808665)  -1.121
C (0.961682, -0.235406, 2.418710)  0.167
C (1.235805, -0.628003, 1.005370)  0.924
O (0.303834, -1.038360, 0.334361)  -0.764
C (2.623927, -0.497250, 0.610513)  -0.306
C (3.541539, -0.281535, 1.571048)  -0.221
N (3.290634, -0.115335, 2.922257)  0.317
C (4.368444, 0.202327, 3.811000)  -0.239
C (5.621426, -0.605831, 3.721693)  -0.927
C (4.715031, -0.769420, 4.908118)  -0.424
C (1.986965, -0.016543, 3.350229)  -0.190
C (1.651445, 0.296041, 4.672652)  -0.752
C (0.325677, 0.387469, 5.074416)  -0.384
N (0.086699, 0.619324, 6.470582)  0.178
C (-1.123503, 1.244450, 6.954476)  -0.937
C (-2.274374, 0.278631, 7.235286)  -0.634
N (-1.774754, -0.862753, 8.091294)  -0.122
C (-0.550160, -1.517795, 7.501812)  -0.687
C (0.519511, -0.445310, 7.348937)  -0.786
C (3.127103, -0.578991, -0.858515)  0.039
O (4.332538, -0.852327, -0.976247)  -0.791
O (2.255728, -0.308225, -1.701678)  -0.466
H (-1.136289, -0.255420, 2.068345)  0.760
H (4.581425, -0.253143, 1.270931)  0.658
H (4.475037, 1.259616, 4.035876)  0.399
H (6.557006, -0.082426, 3.851850)  0.248
H (5.637601, -1.405585, 2.995402)  0.347
H (5.027717, -0.363515, 5.860987)  0.281
H (4.126436, -1.676268, 4.948545)  0.219
H (2.423594, 0.486825, 5.405318)  0.805
H (-1.471159, 1.999087, 6.253086)  0.461
H (-0.876984, 1.762948, 7.890872)  0.419
H (-2.658276, -0.174385, 6.328214)  0.476
H (-3.085171, 0.761191, 7.779945)  0.347
H (-2.519766, -1.548972, 8.201978)  0.345
H (-1.546086, -0.518634, 9.025348)  0.369
H (-0.843009, -1.922134, 6.532374)  0.372
H (-0.256250, -2.327429, 8.168163)  0.418
H (1.425542, -0.906443, 6.964159)  0.392
H (0.759551, -0.030505, 8.337252)  0.361
Br (-4.969223, -3.804009, -2.482484)  -0.268
C (-5.144265, -1.912061, -2.348173)  0.006
C (-6.425182, -1.369358, -2.267544)  -0.362
C (-6.613592, -0.017392, -2.175994)  -0.074
Br (-8.397167, 0.656947, -2.059987)  -0.320
C (-5.505344, 0.868830, -2.164840)  0.899
C (-5.598968, 2.276045, -2.104382)  -0.623
C (-4.459537, 3.031799, -2.110340)  -0.895
C (-3.212164, 2.385043, -2.155692)  -0.411
N (-3.091445, 1.080704, -2.198746)  0.229
C (-4.202657, 0.314414, -2.226443)  -0.354
C (-3.957898, -1.142190, -2.336425)  0.182
O (-2.796767, -1.585768, -2.402060)  -0.511
H (-7.278320, -2.035064, -2.280256)  0.392
H (-6.576613, 2.739183, -2.068360)  0.299
H (-4.502650, 4.113365, -2.089268)  0.367
H (-2.291261, 2.959549, -2.177923)  0.507

Forces on the atoms, in the same order (eV/Å):
Rb -0.091 0.373 -0.429
C 0.046 -0.006 -0.014
C -0.021 -0.039 0.022
N -0.040 -0.038 -0.062
C 0.277 0.144 -0.044
S -0.041 0.011 -0.027
N -0.223 -0.081 0.106
N 0.166 -0.006 0.039
C -0.111 -0.102 0.054
C -0.062 0.022 -0.009
C 0.113 0.097 0.153
C -0.002 0.011 -0.011
C -0.026 0.039 -0.032
C 0.033 -0.064 0.047
C -0.009 0.038 0.018
N -0.032 -0.107 -0.221
H -0.008 0.004 0.004
H -0.017 -0.006 -0.004
H -0.003 0.011 -0.004
H 0.005 0.000 -0.004
H -0.002 0.003 0.020
H -0.015 0.020 0.015
H -0.001 0.025 -0.013
H 0.019 0.015 -0.008
H 0.020 0.008 0.002
H -0.020 -0.019 -0.001
H 0.000 -0.001 -0.001
H -0.006 0.008 0.001
H 0.008 -0.005 -0.007
F -0.014 -0.029 0.074
C -0.007 0.010 0.003
C 0.021 -0.014 -0.005
C -0.011 0.023 0.053
C -0.096 -0.038 0.030
O 0.047 0.006 0.038
C 0.035 -0.028 0.001
C 0.017 -0.024 -0.061
N 0.010 0.065 -0.014
C 0.041 -0.034 0.040
C -0.029 0.017 -0.002
C -0.016 0.039 -0.049
C -0.037 -0.030 -0.012
C -0.018 0.010 0.010
C 0.059 0.079 0.028
N -0.063 -0.105 -0.003
C 0.020 0.052 -0.015
C 0.000 -0.013 0.024
N -0.025 -0.032 -0.033
C -0.029 0.006 0.001
C 0.011 -0.009 0.005
C -0.102 0.066 0.064
O 0.025 -0.003 0.007
O 0.444 -0.105 0.098
H -0.007 0.007 0.004
H 0.006 0.011 0.015
H 0.004 -0.002 0.001
H 0.011 -0.013 -0.008
H 0.018 0.003 -0.005
H -0.005 -0.029 0.019
H -0.001 0.001 0.027
H 0.006 0.001 -0.017
H -0.002 -0.028 -0.028
H -0.002 0.022 -0.008
H 0.004 0.011 -0.046
H 0.011 0.002 -0.001
H -0.007 -0.007 0.013
H 0.025 0.026 -0.005
H 0.012 0.011 0.000
H 0.006 0.003 0.003
H -0.007 0.004 -0.019
H 0.000 0.004 0.008
Br 0.005 -0.008 0.000
C -0.054 0.021 -0.006
C -0.008 -0.041 0.001
C 0.062 0.007 -0.002
Br -0.030 0.005 -0.002
C -0.035 -0.017 0.001
C 0.012 0.004 -0.001
C -0.013 -0.014 -0.001
C 0.013 0.007 0.008
N -0.036 -0.012 0.036
C 0.034 -0.024 0.009
C 0.018 0.195 0.083
O -0.249 -0.433 0.040
H -0.008 0.011 -0.001
H 0.004 0.010 0.000
H -0.015 0.001 0.001
H -0.011 -0.008 0.008